ORCA calculation (ωB97M-V/def2-TZVPD) on a 2-piece molecular cluster, C3H8NO2S2 overall.

```
16
Properties=species:S:1:pos:R:3:forces:R:3:lowdin_charge:R:1
C 1.422 0.835 -0.323 1.236 0.406 -2.176 -0.191
C 1.316 -0.636 -0.563 -0.527 -1.908 0.066 -0.597
S 1.277 -1.290 -2.345 -0.049 -0.066 0.641 0.349
S 0.230 -3.125 -2.101 1.360 0.509 -0.145 0.246
H 0.624 1.363 -0.798 -0.582 0.396 -0.159 0.051
H 2.388 1.214 -0.779 -0.744 -0.255 0.634 0.081
H 1.372 1.076 0.716 -0.001 -0.038 0.642 0.064
H 0.348 -1.081 -0.265 0.733 0.793 0.469 0.004
H 2.138 -1.097 -0.006 -0.041 -0.493 -0.393 0.059
H 1.338 -3.947 -2.122 -0.743 0.495 0.095 -0.210
N -2.580 1.006 1.990 -0.755 1.919 0.711 0.068
C -1.482 1.143 1.092 0.988 -1.743 -0.608 -0.796
O -1.115 0.028 0.548 -1.039 1.949 0.777 -0.141
O -0.941 2.271 1.013 -0.542 -0.534 0.014 -0.092
H -3.054 1.909 2.160 0.676 -0.641 -0.108 0.066
H -3.281 0.331 1.782 0.030 -0.789 -0.460 0.039
```
Positions in Å, forces in eV/Å.

Summary:
- ΔE to the lowest compared entry with this formula, charge and spin: 19.13 kcal/mol
- Lowest unoccupied orbital energy: 2.89 eV
- Molecular weight: 154.24 g/mol
- Maximum force: 2.5 eV/Å
- Total charge: -1

ORCA calculation (ωB97M-V/def2-TZVPD) on a 2-piece molecular cluster, C6H12O overall.

```
19
Properties=species:S:1:pos:R:3:forces:R:3:lowdin_charge:R:1
C 1.454 -2.481 -0.259 -0.566 -0.084 -0.003 -0.109
C 1.703 -1.144 0.450 0.144 -0.586 -0.201 -0.256
C 0.929 -0.008 -0.137 0.781 -0.175 0.571 -0.126
C 0.156 0.811 0.573 -0.389 0.309 -0.275 -0.146
C -0.478 1.991 -0.016 0.023 -0.003 -0.181 -0.207
C -1.279 2.855 0.597 0.369 0.828 0.524 -0.001
H 0.388 -2.732 -0.221 0.172 -0.012 0.086 0.068
H 2.016 -3.275 0.228 0.042 -0.085 0.008 0.065
H 1.713 -2.485 -1.319 0.175 0.230 0.037 0.072
H 2.775 -0.933 0.387 0.004 0.212 -0.083 0.109
H 1.502 -1.274 1.512 -0.214 0.147 0.107 0.105
H 1.156 0.157 -1.185 -0.326 0.277 -0.097 0.123
H -0.064 0.611 1.618 0.188 -0.056 0.036 0.118
H -0.221 2.176 -1.052 -0.132 -0.074 -0.172 0.104
H -1.439 2.871 1.672 -0.169 -0.520 -0.061 0.057
H -1.627 3.767 0.119 -0.043 -0.306 -0.258 0.052
H -1.576 -0.379 -0.543 0.011 -0.046 0.043 -0.008
H -2.796 -1.314 -0.545 0.091 0.076 -0.051 0.039
O -1.963 -1.137 -0.995 -0.161 -0.130 -0.030 -0.058
```
Positions in Å, forces in eV/Å.

Summary:
- ΔE to the lowest compared entry with this formula, charge and spin: 31.55 kcal/mol
- Lowest unoccupied orbital energy: 0.98 eV
- SMILES string: C=C/C=C/CC.O
- Molecular weight: 100.16 g/mol
- Maximum force: 1.0 eV/Å

ORCA calculation (ωB97M-V/def2-TZVPD) on C18H9AsF9FeN5O10S3 as an isolated structure.

```
56
Properties=species:S:1:pos:R:3:forces:R:3:lowdin_charge:R:1
Fe 0.799 0.786 0.469 -0.089 -0.470 -0.963 0.777
O 3.905 -2.625 0.456 -0.556 0.243 0.438 -0.267
As 2.694 -1.637 1.385 1.489 -1.015 -1.284 0.959
O 3.557 -1.033 2.633 0.229 0.449 0.995 -0.391
O 2.344 -0.535 0.172 -0.696 0.280 0.137 -0.480
C 1.559 -3.155 1.904 -0.027 0.355 0.029 -0.210
C 2.140 -4.413 1.977 0.076 0.193 -0.095 -0.072
C 1.346 -5.510 2.284 -0.103 -0.021 0.069 -0.071
C -0.010 -5.352 2.544 0.079 -0.051 0.026 -0.069
C -0.585 -4.091 2.517 -0.051 0.231 0.084 -0.036
C 0.213 -3.006 2.206 0.296 0.074 -0.124 -0.256
S -0.432 -1.392 1.923 -0.693 -0.838 -0.403 0.530
O 0.583 -0.470 2.456 0.113 0.253 0.062 -0.381
O -1.759 -1.291 2.444 0.099 -0.200 0.306 -0.254
O -0.325 -1.326 0.442 0.581 -0.028 1.545 -0.454
H 3.725 -2.428 -0.471 0.038 0.043 0.022 0.028
H 3.196 -4.507 1.771 -0.040 -0.148 -0.059 0.102
H 1.783 -6.500 2.310 0.036 0.006 0.028 0.102
H -0.623 -6.215 2.766 0.006 -0.013 0.014 0.103
H -1.634 -3.925 2.724 -0.013 -0.054 -0.020 0.119
F -3.165 3.253 0.258 0.037 -0.157 -0.025 0.110
C -2.818 2.290 -0.618 0.219 0.256 0.281 -0.636
F -1.652 2.675 -1.170 -0.169 -0.116 -0.048 0.100
F -3.744 2.281 -1.573 -0.008 -0.362 0.129 0.136
S -2.593 0.689 0.374 -0.404 1.602 -0.913 0.627
O -1.340 1.074 1.024 0.223 -0.013 -0.110 -0.363
O -3.779 0.668 1.157 -0.022 -0.358 0.150 -0.243
N -2.547 -0.478 -0.661 0.283 -0.266 0.497 -0.267
S -1.224 -0.850 -1.476 -1.457 1.100 -3.418 0.653
O -0.227 0.225 -1.493 0.562 -0.203 0.606 -0.361
O -0.925 -2.217 -1.765 0.047 -0.135 0.766 -0.249
C -1.957 -0.475 -3.179 0.063 -0.110 0.009 -0.644
F -1.032 -0.751 -4.121 -0.026 0.005 0.162 0.104
F -2.323 0.801 -3.367 0.055 -0.071 0.232 0.114
F -3.026 -1.244 -3.433 0.101 0.069 0.107 0.116
F 2.349 5.511 -4.753 0.032 -0.071 0.034 0.142
C 3.243 4.592 -4.338 0.084 0.143 -0.152 -0.580
F 4.343 5.273 -3.953 -0.088 -0.057 0.026 0.140
F 3.592 3.862 -5.409 -0.062 0.009 0.073 0.140
C 2.697 3.755 -3.216 -0.021 -0.123 0.053 -0.107
C 2.201 4.388 -2.085 0.056 -0.054 -0.034 0.017
C 1.740 3.596 -1.049 0.116 0.124 -0.008 -0.102
N 1.774 2.268 -1.099 -0.485 -0.460 0.353 0.032
C 2.237 1.664 -2.187 0.023 -0.074 -0.090 -0.087
C 2.707 2.372 -3.283 0.077 0.140 0.066 0.037
H 2.188 5.466 -2.011 -0.051 0.005 0.020 0.126
H 1.350 4.030 -0.137 -0.012 0.019 -0.013 0.112
H 2.222 0.582 -2.165 0.008 0.011 -0.018 0.111
H 3.082 1.856 -4.154 -0.012 -0.022 0.007 0.123
N 1.922 2.096 1.838 -0.017 0.004 0.471 0.203
C 2.390 1.600 2.768 -0.200 0.412 -0.607 -0.122
C 2.955 0.986 3.888 0.201 -0.647 0.195 -0.200
C 2.196 0.110 4.691 -0.266 -0.103 0.489 -0.205
N 1.614 -0.546 5.438 0.104 0.095 -0.078 0.220
C 4.276 1.280 4.272 0.329 0.109 0.014 -0.174
N 5.344 1.542 4.619 -0.093 0.012 -0.035 0.197
```
Positions in Å, forces in eV/Å.

Summary:
- ΔE to the lowest compared entry with this formula, charge and spin: 22.04 kcal/mol
- Lowest unoccupied orbital energy (spin up / spin down): 1.80 / -0.89 eV
- Molecular weight: 853.25 g/mol
- Maximum force: 3.9 eV/Å
- 2S+1: 6
- Total charge: -1

ORCA calculation (ωB97M-V/def2-TZVPD) on a 2-piece molecular cluster, C10H15 overall.

```
25
Properties=species:S:1:pos:R:3:forces:R:3:lowdin_charge:R:1
C -1.682 -1.902 -3.787 -0.139 -0.226 -0.547 -0.045
H -0.834 -1.387 -4.247 -0.197 -0.113 0.100 0.019
H -2.622 -1.574 -4.241 0.233 -0.096 -0.071 0.019
H -1.574 -2.986 -3.895 -0.005 0.215 -0.125 0.019
H -1.737 -1.682 -2.742 0.113 0.228 0.661 -0.011
C -0.791 -0.128 1.204 -1.481 -0.742 0.319 -0.263
C -2.070 0.538 0.730 0.588 0.397 -0.078 -0.073
C -0.868 -1.642 1.283 0.681 0.271 -0.030 -0.073
C 0.498 0.593 1.244 1.666 0.824 -0.327 -0.178
C 1.094 0.580 -0.040 0.465 0.254 -0.060 -0.060
C 2.316 1.184 -0.335 0.109 0.171 0.440 -0.094
C 3.020 1.843 0.669 -0.212 -0.144 -0.113 -0.104
C 2.481 1.886 1.962 0.152 0.095 0.048 -0.110
C 1.254 1.291 2.289 -0.972 -0.794 -0.981 -0.015
H -1.891 1.243 -0.088 0.247 0.114 0.007 0.073
H -2.802 -0.173 0.321 0.200 0.098 0.536 0.070
H -2.502 1.149 1.532 -0.256 -0.170 -0.068 0.076
H -0.023 -2.128 0.785 0.225 0.150 -0.005 0.072
H -0.800 -1.973 2.327 -0.273 -0.151 -0.085 0.076
H -1.755 -2.059 0.782 0.079 0.323 0.480 0.070
H 0.624 0.088 -0.898 -0.251 0.013 0.557 0.116
H 2.711 1.136 -1.350 -0.097 0.007 0.256 0.102
H 3.981 2.316 0.435 -0.424 -0.168 0.248 0.103
H 3.076 2.419 2.719 -0.539 -0.353 -0.189 0.103
H 0.897 1.370 3.338 0.088 -0.203 -0.970 0.109
```
Positions in Å, forces in eV/Å.

Summary:
- Lowest unoccupied orbital energy (spin up / spin down): 0.85 / 0.75 eV
- Molecular weight: 135.23 g/mol
- Maximum force: 1.9 eV/Å
- 2S+1: 2

Number 1 is which compound? C3H8NO2S2

Copy entry 1 word for word.
ORCA calculation (ωB97M-V/def2-TZVPD) on a 2-piece molecular cluster, C3H8NO2S2 overall.

```
16
Properties=species:S:1:pos:R:3:forces:R:3:lowdin_charge:R:1
C 1.422 0.835 -0.323 1.236 0.406 -2.176 -0.191
C 1.316 -0.636 -0.563 -0.527 -1.908 0.066 -0.597
S 1.277 -1.290 -2.345 -0.049 -0.066 0.641 0.349
S 0.230 -3.125 -2.101 1.360 0.509 -0.145 0.246
H 0.624 1.363 -0.798 -0.582 0.396 -0.159 0.051
H 2.388 1.214 -0.779 -0.744 -0.255 0.634 0.081
H 1.372 1.076 0.716 -0.001 -0.038 0.642 0.064
H 0.348 -1.081 -0.265 0.733 0.793 0.469 0.004
H 2.138 -1.097 -0.006 -0.041 -0.493 -0.393 0.059
H 1.338 -3.947 -2.122 -0.743 0.495 0.095 -0.210
N -2.580 1.006 1.990 -0.755 1.919 0.711 0.068
C -1.482 1.143 1.092 0.988 -1.743 -0.608 -0.796
O -1.115 0.028 0.548 -1.039 1.949 0.777 -0.141
O -0.941 2.271 1.013 -0.542 -0.534 0.014 -0.092
H -3.054 1.909 2.160 0.676 -0.641 -0.108 0.066
H -3.281 0.331 1.782 0.030 -0.789 -0.460 0.039
```
Positions in Å, forces in eV/Å.

Summary:
- ΔE to the lowest compared entry with this formula, charge and spin: 19.13 kcal/mol
- Lowest unoccupied orbital energy: 2.89 eV
- Molecular weight: 154.24 g/mol
- Maximum force: 2.5 eV/Å
- Total charge: -1

Among the records above, which one has the lowest molecular weight? C6H12O

Which of these has the highest maximum force? C18H9AsF9FeN5O10S3